(1)
Molecular formula: C20H28NO2SeSm
Method: DFT, ωB97M-V with the def2-TZVPD basis set

Calculated values
- expectation value of S² = 8.762
- HOMO-LUMO gap (spin up / spin down) (eV) = 7.115 / 7.165
- electronic energy (eV) = -110029.121
- multiplicity = 6
- charge = 0
- F_max (eV/Å) = 3.0

Last column: natural (NBO) charge in e.
Geometry (Å):
O: 1.56258 1.31406 -4.12543  -0.558
C: 0.88707 0.83822 -5.32863  -0.063
C: 2.08952 1.12113 -6.25009  -0.460
H: 0.00224 1.44562 -5.56223  0.177
H: 0.63180 -0.22730 -5.25514  0.175
C: 2.74202 1.63881 -4.92476  0.274
H: 1.92088 1.90376 -7.00062  0.212
H: 2.57506 0.22743 -6.66202  0.212
C: 3.03949 3.12522 -4.97152  -0.628
H: 2.17058 3.69406 -5.32351  0.214
H: 3.87858 3.30969 -5.65727  0.215
H: 3.33411 3.48153 -3.97808  0.216
C: 3.96087 0.84456 -4.50166  -0.628
H: 3.75121 -0.23136 -4.50897  0.214
H: 4.27226 1.15279 -3.49694  0.215
H: 4.79139 1.04748 -5.19117  0.216
Sm: -1.77646 -0.67843 3.03142  1.574
C: -0.82945 -2.84365 4.17546  -0.346
C: -2.06452 -3.27358 3.61191  -0.280
C: -1.94854 -3.25051 2.19433  -0.374
H: -2.91208 -3.62472 4.20331  0.255
C: -0.62254 -2.83945 1.86913  -0.327
C: 0.07502 -2.57802 3.09593  -0.349
H: 1.13784 -2.33015 3.16883  0.236
H: -0.61240 -2.79867 5.24130  0.254
H: -2.68876 -3.55586 1.44801  0.233
H: -0.16273 -2.87731 0.88163  0.223
C: -1.30469 0.86845 5.14381  -0.284
C: -0.02903 0.44934 4.66438  -0.327
C: 0.16703 1.05332 3.38214  -0.361
H: 0.69407 -0.15870 5.20264  0.243
C: -0.99596 1.82912 3.07371  -0.347
C: -1.90982 1.70939 4.16495  -0.337
H: -2.87687 2.20664 4.24711  0.244
H: -1.71481 0.66798 6.13739  0.258
H: 1.06491 0.96827 2.76413  0.231
H: -1.14244 2.41313 2.16387  0.231
O: -1.17449 -0.18100 0.74943  -0.594
C: 0.20000 0.03533 0.21356  -0.059
C: 0.12788 -0.27832 -1.27081  -0.434
H: 0.90741 -0.58497 0.78242  0.211
H: 0.42389 1.09186 0.38898  0.192
C: -1.32766 0.04041 -1.63261  -0.429
H: 0.30225 -1.35489 -1.41395  0.204
H: 0.84149 0.29408 -1.87160  0.260
C: -2.09928 -0.34947 -0.38240  -0.069
H: -1.66165 -0.49807 -2.52147  0.230
H: -1.41305 1.12098 -1.80725  0.213
H: -2.37058 -1.41032 -0.41124  0.188
H: -2.98800 0.25356 -0.18085  0.198
Se: -3.87899 -1.86331 7.56008  -0.198
C: -3.63588 -1.35356 5.89735  0.148
N: -3.41080 -1.00462 4.77298  -0.715

***

(2)
Molecular formula: C20H28NO3Re
Method: DFT, ωB97M-V with the def2-TZVPD basis set

Calculated values
- expectation value of S² = 3.774
- HOMO-LUMO gap (spin up / spin down) (eV) = 7.957 / 5.564
- electronic energy (eV) = -30945.423
- multiplicity = 4
- charge = +1
- F_max (eV/Å) = 5.2

Last column: natural (NBO) charge in e.
Geometry (Å):
O: 1.06163 0.26759 -1.19851  -0.598
C: 2.37984 -0.39175 -1.53827  -0.077
C: 2.11380 -0.38042 -3.04869  -0.468
H: 2.39619 -1.41421 -1.13958  0.215
H: 3.28252 0.16627 -1.18299  0.185
C: 0.86739 0.45308 -2.63365  0.272
H: 1.90477 -1.41707 -3.38861  0.229
H: 2.83795 0.18662 -3.66689  0.223
C: -0.45104 -0.05181 -3.16755  -0.631
H: -0.86356 -0.90217 -2.62763  0.227
H: -0.27465 -0.32401 -4.21303  0.236
H: -1.17411 0.75414 -3.14528  0.188
C: 1.07287 1.93165 -2.91318  -0.623
H: 2.01808 2.25423 -2.45114  0.217
H: 0.24077 2.50593 -2.48097  0.193
H: 1.11976 2.06681 -4.00052  0.226
Re: -1.60189 1.26474 1.32196  1.261
C: -1.68917 2.92251 2.55168  -0.313
C: -0.65602 2.06205 3.06114  -0.242
C: 0.31989 1.86091 2.01921  -0.255
H: -0.67261 1.64352 4.06344  0.287
C: -0.02837 2.68101 0.90365  -0.270
C: -1.21519 3.38481 1.25808  -0.229
H: -1.72358 4.11696 0.64992  0.268
H: -2.61825 3.20350 3.06532  0.288
H: 1.14766 1.18511 1.97675  0.292
H: 0.64183 2.87189 0.06110  0.304
C: -3.93543 1.16930 1.45351  -0.349
C: -3.31847 1.93864 0.34928  -0.324
C: -2.79489 0.96993 -0.60662  -0.332
H: -3.47924 2.99955 0.18294  0.261
C: -3.23180 -0.33207 -0.18694  -0.144
C: -4.07034 -0.18647 0.92737  -0.114
H: -4.83634 -0.92818 1.20138  0.261
H: -4.46985 1.65500 2.27585  0.267
H: -2.31347 1.20952 -1.55001  0.274
H: -2.97666 -1.26511 -0.69363  0.267
O: 1.30475 -3.35104 -0.34051  -0.546
C: 0.86196 -2.36994 0.67332  -0.085
C: 2.08920 -1.80315 1.37505  -0.444
H: 0.16490 -2.86930 1.35460  0.175
H: 0.28505 -1.58403 0.15938  0.202
C: 3.14653 -2.92291 1.13509  -0.442
H: 1.95756 -1.57752 2.43819  0.223
H: 2.38322 -0.85476 0.85513  0.198
C: 2.62981 -3.81325 -0.01140  -0.078
H: 3.22983 -3.59481 2.00869  0.220
H: 4.12911 -2.49570 0.95467  0.219
H: 2.63945 -4.89400 0.28810  0.182
H: 3.31915 -3.84155 -0.88520  0.180
O: -0.94685 -2.15550 3.74444  -0.509
C: -1.06167 -1.35916 2.86682  0.838
N: -1.14203 -0.64542 1.89471  -0.807

***

(3)
Molecular formula: C20H29LiN4SSi2
Method: DFT, ωB97M-V with the def2-TZVPD basis set

Calculated values
- HOMO-LUMO gap (eV) = 4.111
- electronic energy (eV) = -53966.990
- charge = -2
- F_max (eV/Å) = 0.5

Last column: natural (NBO) charge in e.
Geometry (Å):
Li: -0.22651 1.59220 -0.46243  0.811
C: 5.12760 2.15343 1.26229  -0.615
C: 4.19078 3.35595 1.26373  -0.210
N: 3.39899 3.43088 0.04450  -0.651
C: 2.14843 2.71632 0.03235  0.223
S: 0.98391 3.36924 -1.12242  -0.652
N: 2.04696 1.74736 0.85489  -0.420
N: 0.88700 0.97199 0.92381  -0.633
C: 0.95201 0.07988 1.97074  0.185
C: 2.16962 0.11586 2.86993  -0.645
C: 0.00151 -0.87049 2.21928  -0.050
C: 0.04148 -1.84648 3.30562  -0.207
C: -1.09845 -2.35688 3.80727  -0.281
C: -2.36873 -1.96212 3.22814  -0.415
C: -2.32087 -1.36043 2.01005  0.063
N: -1.17351 -0.99911 1.38289  -0.790
H: 5.71809 2.12266 2.18458  0.175
H: 5.80972 2.20568 0.41013  0.186
H: 4.54082 1.24059 1.18405  0.240
H: 4.78182 4.27559 1.33747  0.159
H: 3.54060 3.29558 2.14652  0.181
H: 3.22043 4.37788 -0.25375  0.370
H: 3.05564 -0.27725 2.35871  0.198
H: 2.00736 -0.45067 3.78380  0.192
H: 2.40516 1.14658 3.13257  0.218
H: 0.99168 -2.17782 3.71005  0.182
H: -1.07006 -3.09014 4.60825  0.176
H: -3.31675 -2.25187 3.66107  0.185
H: -3.23498 -1.21270 1.44020  0.178
C: 0.64407 -1.70664 -0.59246  -1.126
Si: -1.06477 -0.86395 -0.46638  1.546
C: -2.32072 0.69016 -0.46232  -1.098
C: -2.28003 -2.13399 -1.24827  -0.467
C: -3.03312 -3.16668 -0.68498  -0.160
C: -3.82710 -3.97940 -1.48744  -0.261
C: -3.87559 -3.77747 -2.86264  -0.249
C: -3.11045 -2.76971 -3.43898  -0.218
C: -2.30551 -1.94666 -2.65153  -0.421
Si: -1.03265 -0.56424 -3.06038  0.992
C: 0.17307 -1.35860 -4.32140  -1.097
C: -1.91534 0.72119 -4.18061  -1.101
H: 0.82755 -2.37646 0.25212  0.221
H: 1.43942 -0.96322 -0.64354  0.247
H: 0.64359 -2.28200 -1.52256  0.207
H: -3.05108 0.48555 0.32422  0.216
H: -2.84280 0.67666 -1.42148  0.212
H: -2.03528 1.74031 -0.29050  0.192
H: -2.99498 -3.35105 0.38330  0.203
H: -4.40956 -4.77848 -1.03875  0.185
H: -4.50031 -4.41443 -3.48227  0.182
H: -3.13761 -2.63324 -4.51783  0.184
H: -0.34818 -1.68820 -5.22828  0.193
H: 0.68807 -2.22203 -3.89356  0.218
H: 0.93439 -0.62975 -4.61482  0.217
H: -2.24863 0.27130 -5.12429  0.193
H: -1.21915 1.53001 -4.42140  0.223
H: -2.78537 1.17248 -3.69708  0.215

***

(4)
Molecular formula: C20H29N3O
Method: DFT, ωB97M-V with the def2-TZVPD basis set

Calculated values
- HOMO-LUMO gap (eV) = 8.670
- electronic energy (eV) = -27728.267
- charge = 0
- F_max (eV/Å) = 0.7
- SMILES = CC(C)CN1CCN(Cc2ccc3ncccc3c2)C[C@@H]1CCO

Last column: natural (NBO) charge in e.
Geometry (Å):
C: -3.76942 -3.79241 -3.92804  -0.607
C: -2.54485 -2.88196 -3.88971  -0.216
C: -2.35050 -2.18423 -5.23171  -0.609
C: -2.68797 -1.86028 -2.74923  -0.208
N: -1.48710 -1.05928 -2.58425  -0.471
C: -1.58735 0.31629 -3.04377  -0.221
C: -1.84856 1.28747 -1.89349  -0.232
N: -0.70949 1.29981 -0.98771  -0.449
C: -1.09135 1.70894 0.35275  -0.225
C: 0.12078 1.94936 1.20801  -0.026
C: 1.13504 2.80047 0.72120  -0.194
C: 2.25740 3.05156 1.45503  -0.206
C: 2.42488 2.46155 2.72663  0.209
N: 3.54271 2.73177 3.42894  -0.424
C: 3.69120 2.18125 4.60055  0.052
C: 2.75281 1.31238 5.18659  -0.267
C: 1.60923 1.02186 4.49376  -0.133
C: 1.40872 1.59964 3.22327  -0.115
C: 0.26551 1.35934 2.43558  -0.191
C: 0.02901 0.04568 -1.02727  -0.236
C: -0.86707 -1.17341 -1.26872  -0.046
C: -0.06632 -2.47894 -1.19073  -0.427
C: 0.36736 -2.84146 0.23044  -0.057
O: 0.92627 -4.13174 0.30524  -0.713
H: -4.66985 -3.20940 -4.11223  0.199
H: -3.67113 -4.52917 -4.72168  0.210
H: -3.88976 -4.31999 -2.98421  0.206
H: -1.65664 -3.48907 -3.68994  0.197
H: -1.46804 -1.55208 -5.19920  0.216
H: -2.22413 -2.91760 -6.02506  0.209
H: -3.21552 -1.56833 -5.47080  0.195
H: -2.89964 -2.40550 -1.82256  0.191
H: -3.55905 -1.22460 -2.95595  0.181
H: -0.65461 0.59950 -3.54292  0.195
H: -2.39091 0.39102 -3.77690  0.211
H: -2.77406 0.97647 -1.37718  0.164
H: -2.00138 2.30298 -2.27472  0.200
H: -1.64632 2.64894 0.25348  0.210
H: -1.75900 0.97646 0.84294  0.168
H: 1.00033 3.23929 -0.25548  0.226
H: 3.03938 3.70033 1.09284  0.226
H: 4.60506 2.43003 5.12592  0.190
H: 2.94311 0.89110 6.16185  0.220
H: 0.85712 0.35923 4.90056  0.212
H: -0.49893 0.69779 2.82188  0.207
H: 0.56651 -0.06508 -0.08551  0.219
H: 0.77098 0.10417 -1.83000  0.198
H: -1.63506 -1.19675 -0.46985  0.162
H: 0.80972 -2.39436 -1.83864  0.198
H: -0.68441 -3.29431 -1.56960  0.213
H: -0.50095 -2.86623 0.89408  0.173
H: 1.07866 -2.09900 0.62027  0.155
H: 1.67296 -4.17865 -0.30218  0.462

***

(5)
Molecular formula: C20H29N3O3S
Method: DFT, ωB97M-V with the def2-TZVPD basis set

Calculated values
- HOMO-LUMO gap (eV) = 8.768
- electronic energy (eV) = -42657.021
- charge = 0
- F_max (eV/Å) = 0.7
- SMILES = CC[C@@H](CC(=O)N(C)[C@@H]1CN(C(=O)/C=C/c2cc(C)no2)CC12CC2)SC

Last column: natural (NBO) charge in e.
Geometry (Å):
C: 0.79877 1.04390 -6.28011  -0.610
C: 1.38337 1.42265 -4.92699  -0.417
C: 1.65556 0.21489 -4.03245  -0.303
C: 2.41950 0.55553 -2.74846  -0.500
C: 1.68330 1.47968 -1.77995  0.698
O: 1.49218 2.63566 -2.10972  -0.611
N: 1.44810 1.06857 -0.48463  -0.462
C: 1.81798 1.98441 0.58790  -0.418
C: 1.33775 -0.34435 -0.13909  -0.049
C: 0.09296 -0.61764 0.71706  -0.223
N: 0.58552 -0.64783 2.09314  -0.423
C: -0.12654 -0.47536 3.23163  0.647
O: 0.42386 -0.44638 4.32461  -0.634
C: -1.60334 -0.33751 3.08779  -0.281
C: -2.33271 -0.06491 4.16674  -0.161
C: -3.77463 0.07947 4.16063  0.274
C: -4.66133 0.35588 5.14934  -0.329
C: -5.92109 0.35831 4.49194  0.150
C: -7.27380 0.60718 5.07835  -0.643
N: -5.78673 0.10301 3.22040  -0.122
O: -4.43232 -0.07467 3.00040  -0.283
C: 2.03158 -0.81721 2.17726  -0.200
C: 2.46583 -0.90333 0.72682  -0.089
C: 3.22622 -2.10346 0.23342  -0.393
C: 3.90486 -0.76368 0.34637  -0.417
S: 0.12293 -0.68811 -3.58720  0.166
C: 0.23621 -2.12563 -4.67422  -0.737
H: 0.66585 1.92669 -6.90534  0.217
H: 1.45238 0.35153 -6.81743  0.194
H: -0.17794 0.57180 -6.16339  0.210
H: 2.32901 1.95638 -5.06522  0.203
H: 0.72221 2.11450 -4.40570  0.232
H: 2.26547 -0.50409 -4.58735  0.213
H: 2.74051 -0.36919 -2.27562  0.210
H: 3.31306 1.12746 -3.01266  0.243
H: 1.89126 2.98602 0.17642  0.244
H: 1.06554 1.99528 1.37824  0.201
H: 2.77722 1.69139 1.02016  0.191
H: 1.23571 -0.89583 -1.06959  0.248
H: -0.65176 0.16199 0.56734  0.223
H: -0.34650 -1.57982 0.43800  0.202
H: -2.07476 -0.47224 2.12411  0.221
H: -1.83037 0.05547 5.11896  0.245
H: -4.45190 0.53186 6.18996  0.235
H: -7.19882 0.78009 6.14986  0.221
H: -7.73556 1.47941 4.61779  0.236
H: -7.92719 -0.24739 4.90909  0.236
H: 2.47159 0.03262 2.70477  0.210
H: 2.28454 -1.71379 2.74797  0.211
H: 3.48972 -2.86539 0.95487  0.217
H: 2.99398 -2.47486 -0.75692  0.211
H: 4.14274 -0.22719 -0.56234  0.218
H: 4.61927 -0.62779 1.14795  0.223
H: -0.62320 -2.75643 -4.45384  0.233
H: 0.19874 -1.83455 -5.72186  0.217
H: 1.14523 -2.69303 -4.47924  0.211